Record 1
11 unconnected molecules or ions with the total composition C37H98O11Si, computed with ωB97M-V with the def2-TZVPD basis set.

Structure (ORCA input):
```
! wB97M-V def2-TZVPD RIJCOSX def2/J DEFGRID3
* xyz 0 1
C 3.16 -0.69 0.53
C 3.86 0.47 -0.14
C 4.55 0.04 -1.43
C 2.96 1.70 -0.29
C 2.06 1.76 -1.54
Si 0.21 1.70 -1.20
C -0.35 0.26 -0.12
C -0.60 -1.02 -0.91
O 0.23 -1.18 -2.06
H 2.97 -0.42 1.56
H 2.22 -0.94 0.03
H 3.81 -1.55 0.50
H 4.64 0.77 0.55
H 4.61 0.85 -2.15
H 5.53 -0.38 -1.26
H 3.96 -0.73 -1.92
H 3.56 2.59 -0.19
H 2.31 1.71 0.59
H 2.23 2.72 -2.02
H 2.29 1.00 -2.29
H -0.19 2.96 -0.52
H -0.47 1.68 -2.52
H -1.29 0.58 0.32
H 0.30 0.09 0.72
H -0.51 -1.87 -0.23
H -1.63 -1.02 -1.26
H 1.15 -1.28 -1.75
C 2.21 -4.35 -5.67
C 2.32 -4.12 -4.17
C 0.97 -4.27 -3.47
O 2.86 -2.82 -3.90
H 1.53 -3.62 -6.11
H 3.17 -4.24 -6.15
H 1.83 -5.35 -5.88
H 3.03 -4.83 -3.74
H 0.26 -3.53 -3.86
H 1.08 -4.09 -2.41
H 0.55 -5.27 -3.62
H 2.24 -2.17 -4.27
C 1.52 -5.25 -11.23
C 1.23 -5.03 -9.75
C -0.04 -4.22 -9.54
O 2.34 -4.37 -9.12
H 1.66 -4.29 -11.73
H 2.44 -5.82 -11.35
H 0.71 -5.78 -11.72
H 1.14 -5.99 -9.25
H 0.05 -3.23 -10.00
H -0.23 -4.08 -8.48
H -0.90 -4.73 -9.98
H 2.45 -3.51 -9.54
C 2.98 -4.36 0.21
C 3.76 -5.63 0.50
C 5.13 -5.32 1.09
O 3.90 -6.41 -0.69
H 3.51 -3.75 -0.52
H 2.00 -4.60 -0.21
H 2.83 -3.77 1.12
H 3.20 -6.26 1.20
H 5.72 -4.73 0.39
H 5.67 -6.24 1.29
H 5.04 -4.76 2.02
H 4.40 -5.88 -1.32
C -2.69 -2.20 -5.65
C -3.07 -1.52 -4.35
C -2.57 -0.08 -4.30
O -2.56 -2.25 -3.24
H -1.60 -2.24 -5.75
H -3.05 -3.23 -5.67
H -3.09 -1.67 -6.52
H -4.16 -1.52 -4.24
H -1.47 -0.06 -4.36
H -2.85 0.40 -3.36
H -2.97 0.51 -5.13
H -1.60 -2.25 -3.30
C -2.19 4.58 1.59
C -2.82 3.20 1.54
C -4.24 3.21 2.08
O -2.03 2.27 2.28
H -2.14 4.94 2.62
H -1.17 4.55 1.20
H -2.76 5.31 1.01
H -2.82 2.85 0.51
H -4.26 3.52 3.13
H -4.67 2.21 2.03
H -4.88 3.89 1.51
H -2.02 2.58 3.20
C -7.09 6.18 3.18
C -6.96 5.13 4.28
C -8.00 5.33 5.37
O -5.64 5.18 4.84
H -6.94 7.18 3.58
H -6.34 6.02 2.41
H -8.08 6.14 2.71
H -7.07 4.14 3.85
H -7.87 6.31 5.84
H -7.88 4.58 6.15
H -9.01 5.27 4.97
H -5.52 6.06 5.23
C -6.45 -0.15 2.59
C -7.92 0.19 2.81
C -8.84 -0.78 2.08
O -8.18 1.53 2.40
H -6.20 -0.08 1.53
H -5.82 0.56 3.12
H -6.22 -1.16 2.93
H -8.14 0.16 3.88
H -8.66 -0.73 1.00
H -9.88 -0.52 2.26
H -8.67 -1.80 2.41
H -8.00 1.59 1.46
C 4.38 0.98 4.13
C 5.19 -0.26 4.45
C 6.53 0.09 5.10
O 5.41 -1.04 3.27
H 4.91 1.62 3.42
H 3.43 0.71 3.67
H 4.17 1.57 5.03
H 4.63 -0.91 5.13
H 7.13 0.70 4.42
H 7.10 -0.81 5.32
H 6.38 0.65 6.02
H 5.91 -0.50 2.65
C 0.47 -0.36 3.61
C 0.93 0.29 4.90
C -0.12 0.19 6.00
O 1.27 1.65 4.64
H -0.43 0.14 3.23
H 1.24 -0.25 2.85
H 0.25 -1.42 3.74
H 1.85 -0.19 5.24
H -1.04 0.70 5.69
H 0.23 0.66 6.91
H -0.37 -0.85 6.22
H 0.48 2.10 4.33
C 3.93 6.04 2.18
C 3.92 4.53 2.29
C 2.60 4.01 2.84
O 5.00 4.08 3.11
H 3.79 6.50 3.17
H 4.88 6.40 1.79
H 3.13 6.40 1.53
H 4.10 4.09 1.31
H 2.42 4.39 3.84
H 2.61 2.92 2.91
H 1.76 4.30 2.20
H 4.87 4.45 3.99
*
```

Computed properties:
- E_LUMO: 0.511 eV
- E: -2585.62254 Ha
- SMILES string: CC(C)CC[SiH2]CCO.CC(C)O.CC(C)O.CC(C)O.CC(C)O.CC(C)O.CC(C)O.CC(C)O.CC(C)O.CC(C)O.CC(C)O
- M: 747.266 g/mol
- Frontier orbital gap: 0.3856 Eh
- HOMO: -9.98 eV

***

Record 2
9 unconnected molecules or ions with the total composition C38H100N6O16 in a non-equilibrium geometry, computed with ωB97M-V with the def2-TZVPD basis set.

Structure (ORCA input):
```
! wB97M-V def2-TZVPD RIJCOSX def2/J DEFGRID3
* xyz 0 1
C -1.56 0.89 3.80
O -1.36 -0.27 3.04
C -1.29 -1.39 3.94
C -0.54 -2.49 3.21
C -0.36 -3.78 4.00
N 0.78 -2.10 2.84
H -1.59 1.73 3.11
H -0.88 1.13 4.62
H -2.53 0.80 4.29
H -0.70 -1.15 4.81
H -2.32 -1.70 4.12
H -1.15 -2.83 2.37
H 0.38 -3.65 4.79
H 0.00 -4.51 3.28
H -1.26 -4.11 4.52
H 0.51 -1.17 2.54
H 1.39 -1.90 3.62
C 1.43 5.66 -6.29
O 2.15 4.64 -5.60
C 1.59 3.31 -5.72
C 0.21 3.18 -5.01
C 0.19 3.43 -3.51
N -0.31 1.86 -5.31
H 1.19 5.33 -7.30
H 1.99 6.57 -6.51
H 0.57 5.82 -5.64
H 1.63 3.07 -6.78
H 2.22 2.55 -5.27
H -0.45 3.94 -5.44
H 0.56 4.45 -3.38
H 0.88 2.72 -3.06
H -0.79 3.54 -3.04
H -0.32 1.86 -6.32
H 0.29 1.14 -4.93
C -6.37 -2.25 -3.82
O -5.70 -2.70 -2.67
C -4.70 -3.71 -2.99
C -3.56 -3.85 -1.96
N -4.05 -4.32 -0.64
C -2.87 -4.32 0.25
C -3.13 -4.93 1.67
O -3.51 -3.83 2.57
C -3.97 -4.33 3.78
H -5.64 -2.12 -4.62
H -6.81 -1.28 -3.59
H -7.16 -2.93 -4.14
H -4.26 -3.50 -3.96
H -5.24 -4.65 -3.09
H -2.97 -2.94 -1.89
H -2.85 -4.60 -2.31
H -4.52 -3.48 -0.35
H -2.48 -3.30 0.32
H -2.05 -4.82 -0.27
H -2.20 -5.26 2.14
H -3.80 -5.79 1.67
H -4.06 -3.49 4.47
H -3.38 -5.16 4.18
H -4.98 -4.73 3.73
C 7.70 -0.68 -1.84
O 7.84 0.01 -0.58
C 7.67 1.39 -0.76
C 7.32 2.04 0.60
N 5.96 1.70 0.96
C 5.45 2.37 2.20
C 4.18 1.76 2.85
O 3.03 2.25 2.16
C 1.89 2.09 2.98
H 8.43 -0.41 -2.61
H 6.73 -0.51 -2.31
H 7.89 -1.75 -1.73
H 6.95 1.64 -1.54
H 8.61 1.80 -1.12
H 7.39 3.11 0.41
H 8.04 1.72 1.35
H 5.88 0.70 1.06
H 5.42 3.43 1.94
H 6.26 2.35 2.93
H 4.31 2.06 3.89
H 4.23 0.67 2.82
H 1.87 1.03 3.26
H 0.95 2.26 2.47
H 2.01 2.66 3.90
C -10.79 4.90 2.94
O -10.07 4.22 3.92
C -8.77 3.79 3.44
C -8.06 2.96 4.46
N -6.68 2.55 4.03
C -6.64 1.48 2.96
C -5.29 0.80 2.61
O -5.25 0.01 1.46
C -3.96 -0.49 1.17
H -10.98 4.30 2.04
H -10.34 5.75 2.44
H -11.68 5.23 3.48
H -8.19 4.66 3.13
H -8.93 3.22 2.52
H -8.70 2.11 4.69
H -7.85 3.55 5.36
H -6.14 3.28 3.60
H -7.19 1.86 2.10
H -7.30 0.66 3.23
H -5.13 0.10 3.43
H -4.42 1.44 2.48
H -3.61 -1.12 1.99
H -3.23 0.30 1.03
H -4.08 -1.04 0.24
C 2.98 -1.03 -5.90
O 2.15 -0.15 -5.11
C 2.02 -0.59 -3.75
C 2.99 0.16 -2.84
N 3.01 -0.58 -1.57
C 3.99 -0.14 -0.60
C 4.17 -1.30 0.40
O 5.42 -1.15 1.05
C 5.67 -2.21 1.90
H 3.76 -1.44 -5.27
H 3.59 -0.56 -6.67
H 2.37 -1.82 -6.36
H 2.04 -1.68 -3.70
H 0.99 -0.37 -3.48
H 2.71 1.20 -2.69
H 3.98 0.09 -3.30
H 3.31 -1.48 -1.91
H 3.64 0.73 -0.06
H 4.97 -0.08 -1.08
H 4.17 -2.18 -0.25
H 3.38 -1.48 1.12
H 6.63 -2.14 2.41
H 5.65 -3.17 1.39
H 4.99 -2.22 2.75
O 3.36 6.16 -1.11
C 2.86 4.96 -1.46
C 3.46 3.85 -0.60
O 4.72 3.33 -1.19
H 3.22 6.80 -1.81
H 1.78 5.07 -1.36
H 3.10 4.70 -2.49
H 2.84 2.95 -0.61
H 3.47 4.03 0.47
H 5.02 2.61 -0.64
O 3.32 -5.22 0.21
C 2.14 -4.61 0.80
C 0.88 -4.96 0.03
O 0.49 -6.29 0.31
H 3.31 -6.17 0.35
H 1.97 -4.76 1.87
H 2.20 -3.53 0.80
H 1.04 -4.87 -1.05
H 0.05 -4.33 0.35
H 1.01 -6.82 -0.30
O 0.75 1.05 -0.77
C 0.13 0.26 0.24
C -0.58 -0.97 -0.33
O -1.56 -0.65 -1.34
H 1.56 0.59 -0.99
H 0.80 0.08 1.08
H -0.71 0.81 0.66
H -1.10 -1.49 0.48
H 0.12 -1.72 -0.71
H -1.31 0.21 -1.69
*
```

Computed properties:
- E_LUMO: 0.317 eV
- E: -3039.80450 Ha
- SMILES string: COC[C@H](C)N.COC[C@H](C)N.COCCNCCOC.COCCNCCOC.COCCNCCOC.COCCNCCOC.OCCO.OCCO.OCCO
- M: 897.244 g/mol
- Frontier orbital gap: 0.3275 Eh
- Energy relative to the best compared isomer or geometry (same formula, charge and spin): 188.2 kJ/mol
- HOMO: -8.59 eV